# 1
A structure of composition C21H48GaO2S2, computed with the ωB97M-V functional and the def2-TZVPD basis.

Atoms and positions in Å:
1 C -3.3359 5.0467 -0.1223
2 C -1.8228 5.0892 0.1409
3 C -1.3295 4.5184 1.5018
4 C -2.3840 3.8168 2.3734
5 C -2.7745 2.4057 1.8737
6 C -2.0335 1.2536 2.5653
7 C -0.5021 1.3525 2.4752
8 C 0.2167 0.0768 2.9362
9 C 0.2510 -1.0455 1.8826
10 C 1.5265 -1.0228 1.0288
11 C 1.6615 0.2703 0.2128
12 C 2.6917 0.2532 -0.9223
13 C 2.4783 1.4674 -1.8592
14 Ga 1.2428 1.0818 -3.4179
15 S 1.5687 2.7651 -5.0287
16 C -0.7593 1.1892 -3.0178
17 O -1.1560 0.8680 -1.6569
18 C -2.1527 -0.1004 -1.5065
19 C 1.8450 -0.6566 -4.3340
20 S 0.6091 -1.7207 -5.1461
21 C -0.3607 -2.4645 -3.7853
22 C 0.3098 -2.4822 -2.4097
23 H -3.9126 5.5652 0.6557
24 H -3.7037 4.0176 -0.1953
25 H -3.5632 5.5426 -1.0746
26 H -1.4821 6.1301 0.0469
27 H -1.3225 4.5410 -0.6686
28 H -0.8743 5.3322 2.0849
29 H -0.5201 3.8060 1.2988
30 H -3.2810 4.4429 2.4469
31 H -1.9913 3.7351 3.4000
32 H -3.8558 2.2607 2.0147
33 H -2.5915 2.3411 0.7909
34 H -2.3425 0.3095 2.0888
35 H -2.3404 1.2038 3.6217
36 H -0.1518 2.2023 3.0835
37 H -0.2297 1.5822 1.4345
38 H 1.2526 0.3226 3.2192
39 H -0.2824 -0.2882 3.8497
40 H 0.1640 -2.0138 2.3957
41 H -0.6286 -0.9542 1.2242
42 H 2.3791 -1.0946 1.7248
43 H 1.5442 -1.8882 0.3539
44 H 0.6794 0.4991 -0.2385
45 H 1.8965 1.1186 0.8785
46 H 3.7106 0.2544 -0.4952
47 H 2.5904 -0.6901 -1.4748
48 H 3.4400 1.8007 -2.2835
49 H 2.1086 2.3063 -1.2507
50 H 2.7794 3.1712 -4.6207
51 H -1.0829 2.2274 -3.2073
52 H -1.3202 0.5519 -3.7200
53 H -1.7321 -1.0996 -1.3162
54 H -2.7864 0.1649 -0.6464
55 H -2.7983 -0.1597 -2.3944
56 H 2.4782 -0.3525 -5.1777
57 H 2.4796 -1.2844 -3.6909
58 H -1.3223 -1.9441 -3.7252
59 H -0.5621 -3.4945 -4.1026
60 H -0.2994 -3.0594 -1.7007
61 H 0.4210 -1.4704 -2.0028
62 H 1.3019 -2.9477 -2.4583
63 C 2.8038 -4.7752 1.9258
64 C 1.3345 -4.9645 2.2652
65 C 1.0490 -6.3382 2.8522
66 O 0.5262 -4.7356 1.1148
67 H 3.1104 -5.5120 1.1767
68 H 2.9640 -3.7830 1.5039
69 H 3.4444 -4.8941 2.8013
70 H 1.0283 -4.1942 2.9760
71 H 1.3099 -7.1166 2.1291
72 H -0.0099 -6.4379 3.0911
73 H 1.6306 -6.5107 3.7596
74 H 0.7707 -5.3882 0.4515

The charge is -1. For the LUMO energy, the calculation gives 2.48 eV. The calculation puts the strongest force on any atom at 0.4 eV Å⁻¹. As for the molar mass: 466.5 g/mol. The calculation puts the frontier orbital gap at 6.568 eV.

=====

# 2
A structure of composition C21H48InN6OSeSi3 at a distorted geometry, computed with the ωB97M-V functional and the def2-TZVPD basis.

Atoms and positions in Å:
1 In 0.0000 0.0000 0.0000
2 C -0.6015 0.0736 3.1568
3 O 0.0704 0.0000 1.9100
4 Si 1.7232 0.2648 1.8438
5 C 2.1080 1.9673 2.5509
6 C 2.6525 -0.9207 2.9902
7 C 2.2118 0.0000 0.0704
8 Si 2.2748 -1.7520 -0.5406
9 C 0.8933 -2.8211 0.1940
10 C 3.9381 -2.5183 -0.0727
11 C 2.0812 -1.9674 -2.4028
12 Si 2.8664 1.4080 -0.9254
13 C 4.6830 1.6888 -0.4879
14 C 2.7848 1.1896 -2.7964
15 C 1.9246 3.0220 -0.6185
16 H -0.2190 -0.6713 3.8616
17 H -1.6613 -0.1414 2.9833
18 H -0.5304 1.0780 3.5887
19 H 1.9880 1.9520 3.6392
20 H 1.4187 2.7209 2.1625
21 H 3.1362 2.2708 2.3389
22 H 2.4279 -0.6833 4.0347
23 H 3.7323 -0.8214 2.8458
24 H 2.3692 -1.9613 2.8191
25 H 0.9971 -2.9396 1.2744
26 H 0.9201 -3.8191 -0.2547
27 H -0.0841 -2.3783 -0.0193
28 H 4.0525 -2.5856 1.0119
29 H 4.7620 -1.9191 -0.4714
30 H 4.0174 -3.5283 -0.4858
31 H 1.2243 -1.4034 -2.7800
32 H 1.9138 -3.0238 -2.6369
33 H 2.9844 -1.6621 -2.9353
34 H 5.2771 0.8048 -0.7372
35 H 4.8031 1.8968 0.5785
36 H 5.0796 2.5393 -1.0504
37 H 3.5175 0.4583 -3.1438
38 H 3.0186 2.1386 -3.2901
39 H 1.7835 0.8893 -3.1158
40 H 2.3221 3.5524 0.2498
41 H 0.8582 2.8306 -0.4686
42 H 2.0312 3.6881 -1.4804
43 C -1.5187 -4.6370 -2.0310
44 N -2.4415 -4.5299 -0.9044
45 C -3.3885 -5.4260 -0.5601
46 C -4.0453 -4.9557 0.5600
47 N -3.5020 -3.7705 0.9043
48 C -3.9006 -2.9314 2.0311
49 C -2.5279 -3.5303 0.0000
50 Se -1.5081 -2.1062 0.0000
51 H -1.6955 -5.5793 -2.5924
52 H -0.4725 -4.6342 -1.6596
53 H -1.6672 -3.7786 -2.7194
54 H -3.5889 -6.3527 -1.0823
55 H -4.8581 -5.4438 1.0823
56 H -4.7357 -3.4023 2.5924
57 H -4.2349 -1.9400 1.6596
58 H -3.0402 -2.7956 2.7194
59 C -2.4423 1.4513 -0.7591
60 N -3.2984 2.6293 -0.7638
61 C -2.5756 3.7410 -1.3659
62 N -1.3620 4.0203 -0.6110
63 C -0.5194 2.8326 -0.6074
64 N -1.2277 1.7145 0.0000
65 C -1.5870 2.0645 1.3672
66 N -2.4371 3.2468 1.3774
67 C -3.6433 2.9729 0.6087
68 C -1.7204 4.3542 0.7604
69 H -2.1961 1.1505 -1.7867
70 H -2.9779 0.5881 -0.3408
71 H -3.2135 4.6342 -1.4130
72 H -2.3341 3.5200 -2.4146
73 H 0.4200 3.0290 -0.0727
74 H -0.2062 2.5800 -1.6297
75 H -0.6848 2.2342 1.9706
76 H -2.0928 1.2227 1.8595
77 H -4.3184 3.8393 0.6304
78 H -4.2207 2.1627 1.0746
79 H -0.8228 4.6036 1.3428
80 H -2.3285 5.2688 0.7874
81 H 0.0000 0.0000 -1.8080

The charge is +1. For the LUMO energy, the calculation gives -2.25 eV. The calculation puts the strongest force on any atom at 16.1 eV Å⁻¹. As for the molar mass: 678.7 g/mol. The calculation puts the frontier orbital gap at 7.077 eV. The value obtained for the energy above the lowest of the compared OMol25 structures with the same formula, charge and spin is 8.3 kJ/mol.

=====

# 3
A structure of composition C21H48NNbO4P at a distorted geometry, computed with the ωB97M-V functional and the def2-TZVPD basis.

Atoms and positions in Å:
1 C -1.2755 -2.6994 -0.0183
2 C -1.6528 -2.3283 -1.4797
3 C -0.9748 -3.2420 -2.4838
4 C -1.3315 -3.0005 -3.9924
5 C -2.5434 -2.1056 -4.2666
6 C -2.2722 -0.5938 -4.2163
7 C -3.5749 0.1914 -3.8601
8 C -3.3046 1.2768 -2.7962
9 C -3.8002 0.8500 -1.4188
10 C -3.0529 1.5960 -0.3113
11 C -3.5064 1.2022 1.1116
12 C -2.3030 0.8554 2.0120
13 C -1.9108 1.9602 3.0185
14 C -0.5434 2.5867 2.7492
15 C 0.6116 1.5886 2.9455
16 C 1.8636 2.0231 2.1690
17 Nb 3.6520 0.6205 2.1767
18 C 4.0270 0.8148 4.4309
19 C 4.3584 2.1779 4.8561
20 O 5.3821 2.7652 4.6537
21 C 3.1794 0.1664 -0.0255
22 O 4.1088 0.7709 -0.9286
23 C 4.0436 0.2418 -2.2187
24 C 3.1774 1.0774 -3.1935
25 P 2.3209 -1.5492 2.7409
26 N 1.5182 -1.4901 4.0996
27 O 1.3769 -1.9526 1.4521
28 O 3.3944 -2.8307 2.8649
29 H -0.5255 -3.4805 0.0210
30 H -2.1703 -3.0410 0.4955
31 H -0.9469 -1.8264 0.5290
32 H -1.3563 -1.2950 -1.6075
33 H -2.7321 -2.3815 -1.5346
34 H -1.2390 -4.2686 -2.2449
35 H 0.0985 -3.1003 -2.3836
36 H -0.4450 -2.6869 -4.5374
37 H -1.5866 -3.9820 -4.3906
38 H -3.3548 -2.4129 -3.6199
39 H -2.8625 -2.3249 -5.2852
40 H -1.9672 -0.2772 -5.2099
41 H -1.4901 -0.3180 -3.5192
42 H -3.8933 0.6924 -4.7746
43 H -4.3727 -0.4813 -3.5662
44 H -2.2519 1.5339 -2.7586
45 H -3.8212 2.1844 -3.1037
46 H -3.6559 -0.2203 -1.3028
47 H -4.8533 1.0898 -1.2925
48 H -1.9869 1.4429 -0.4656
49 H -3.2495 2.6576 -0.4607
50 H -4.1439 0.3239 1.0562
51 H -4.0465 2.0499 1.5214
52 H -1.4427 0.6382 1.3854
53 H -2.4695 -0.0592 2.5736
54 H -2.6791 2.7333 3.0617
55 H -1.8739 1.5196 4.0138
56 H -0.5156 3.0257 1.7523
57 H -0.4518 3.4245 3.4416
58 H 0.2394 0.6256 2.6133
59 H 0.8414 1.6117 4.0067
60 H 2.2285 2.9692 2.5882
61 H 1.5840 2.2499 1.1378
62 H 5.1203 -0.4514 1.9817
63 H 4.7559 2.0041 1.7408
64 H 4.8012 0.0907 4.6831
65 H 3.1200 0.4868 4.9455
66 H 3.5615 2.6921 5.4429
67 H 3.2543 -0.9235 -0.1376
68 H 2.1383 0.4150 -0.2641
69 H 3.6782 -0.7866 -2.2362
70 H 5.0531 0.2035 -2.6281
71 H 2.6322 1.8728 -2.6990
72 H 3.7999 1.4439 -4.0023
73 H 2.4406 0.4290 -3.6669
74 H 0.5317 -1.6325 3.8768
75 H 1.6761 -2.7880 1.0572
76 H 3.8615 -2.6451 3.6954

The charge is -1. For the LUMO energy, the calculation gives 1.91 eV. The calculation puts the strongest force on any atom at 3.0 eV Å⁻¹. As for the molar mass: 502.5 g/mol. The calculation puts the frontier orbital gap at 6.821 eV.